No. 1
Formula: C25H33N3O3
Source: the Open Molecules 2025 dataset
Level of theory: ωB97M-V/def2-TZVPD

The calculation puts the highest occupied orbital energy at -0.275 hartree. As for the energy relative to the best compared isomer or geometry (same formula, charge and spin): 1.982 eV. The SMILES is COc1ccc(N2CCN(C(=O)CCNC(=O)c3ccc(C(C)(C)C)cc3)CC2)cc1. Its calculated total energy is -1362.4653 a.u. For the LUMO energy, the calculation gives 0.669 eV.

ORCA input file:
```
! wB97M-V def2-TZVPD RIJCOSX def2/J DEFGRID3
* xyz 0 1
C -9.5118 -1.4226 -0.7404
H -10.5466 -1.5799 -0.4398
O -8.7979 -1.2035 0.4496
C -7.4510 -0.9845 0.3649
C -6.7143 -0.9475 -0.8091
C -5.3501 -0.7043 -0.7765
C -4.6722 -0.5013 0.4235
C -5.4265 -0.5637 1.6022
C -6.7823 -0.7911 1.5739
H -7.3524 -0.8361 2.4883
H -4.9410 -0.4545 2.5595
N -3.2887 -0.3235 0.5022
C -2.7632 0.7241 1.3497
H -3.3963 0.8639 2.2232
C -2.6648 2.0547 0.5773
N -1.8394 1.8746 -0.5939
C -0.6113 2.3937 -0.8154
O 0.0438 2.0757 -1.7957
C -0.1002 3.4006 0.2031
H 0.0026 2.9142 1.1757
H -0.8032 4.2305 0.2935
C 1.2757 3.9419 -0.2074
N 2.2543 2.8887 -0.3279
C 2.8475 2.3648 0.7742
O 2.6991 2.8388 1.8879
C 3.7195 1.1846 0.5168
C 3.9361 0.2837 1.5520
C 4.7374 -0.8283 1.3711
C 5.3630 -1.0709 0.1537
C 5.1561 -0.1497 -0.8722
C 4.3484 0.9568 -0.7031
H 4.2312 1.6570 -1.5172
H 5.6363 -0.2917 -1.8288
C 6.2583 -2.2747 -0.0927
C 6.3605 -3.1946 1.1270
H 6.7933 -2.6720 1.9767
H 5.3843 -3.5843 1.4063
H 7.0041 -4.0395 0.8901
C 7.6699 -1.7814 -0.4404
H 7.6673 -1.1741 -1.3412
H 8.0690 -1.1807 0.3743
H 8.3332 -2.6285 -0.6023
C 5.6896 -3.0925 -1.2612
H 5.6567 -2.5088 -2.1767
H 6.3083 -3.9696 -1.4395
H 4.6790 -3.4239 -1.0315
H 4.8695 -1.5026 2.2014
H 3.4643 0.4706 2.5054
H 2.1518 2.3173 -1.1542
H 1.2055 4.4521 -1.1700
H 1.6285 4.6374 0.5577
C -2.3474 0.8352 -1.4697
C -2.4646 -0.4744 -0.6764
H -2.8527 -1.2773 -1.3016
H -1.4626 -0.7630 -0.3378
H -1.6514 0.7263 -2.3023
H -3.3281 1.1429 -1.8471
H -2.2681 2.8341 1.2231
H -3.6713 2.3459 0.2503
H -1.7626 0.4279 1.6837
H -4.8276 -0.6771 -1.7196
H -7.1848 -1.0987 -1.7681
H -9.4586 -0.5563 -1.4087
H -9.1509 -2.3110 -1.2696
*
```

No. 2
Formula: C25H33N5O4S
Source: the Open Molecules 2025 dataset
Level of theory: ωB97M-V/def2-TZVPD

The calculation puts the highest occupied orbital energy at -0.271 hartree. As for the energy relative to the best compared isomer or geometry (same formula, charge and spin): 25.795 eV. The SMILES is CCOc1ccc([C@@H](C(=O)NC2CCCC2)N(C(=O)c2snc(C(N)=O)c2N)C2CCCC2)cc1. Its calculated total energy is -1944.5106 a.u. For the LUMO energy, the calculation gives -0.660 eV.

ORCA input file:
```
! wB97M-V def2-TZVPD RIJCOSX def2/J DEFGRID3
* xyz 0 1
C -7.2303 -1.9296 1.9861
C -5.9763 -1.7688 0.9197
O -4.8405 -1.2463 1.6337
C -3.7719 -1.1568 0.9847
C -2.7275 -0.8984 1.6547
C -1.5702 -0.5660 1.3042
C -1.3969 -0.7608 0.0496
C -2.4025 -1.0098 -1.0267
C -3.6823 -1.2491 -0.4528
H -4.3942 -1.6288 -1.0162
H -2.3054 -0.9540 -1.9511
C -0.0832 -0.2674 -0.8738
N 1.2125 -0.9978 -0.1411
C 1.7609 0.1363 0.8937
O 1.1254 1.0049 1.1555
C 3.0846 -0.2210 1.3309
C 4.2540 -0.0366 0.4217
N 4.1037 0.4455 -0.8467
H 3.3751 0.9903 -1.3359
H 4.9766 0.8945 -1.2014
C 5.3958 -0.0842 0.9906
N 5.1952 -0.3989 2.4827
S 3.7520 -0.5298 2.8095
C 6.7118 0.2377 0.6802
O 6.9315 0.7849 -0.8679
N 7.8774 -0.0520 1.3397
H 8.7510 -0.0827 1.0589
H 7.6270 -0.2373 2.2473
C 1.7207 -2.1174 -0.2791
H 2.5932 -2.3181 0.4415
C 0.7828 -3.1240 -0.4560
C 0.6081 -3.6843 -1.9948
C 2.0598 -3.3522 -2.4204
H 2.6870 -4.3165 -2.1585
H 1.9992 -3.4028 -3.5243
C 2.4890 -1.8706 -1.7547
H 2.0990 -1.2196 -2.5385
H 3.5267 -1.9488 -1.4641
H -0.1212 -3.0021 -2.3649
H 0.2244 -4.5731 -1.8719
H -0.0980 -3.0067 0.1897
H 1.0196 -3.9943 0.4217
H -0.0572 -0.9252 -1.7062
C 0.2358 0.9841 -1.0899
O 1.2164 1.4900 -1.7528
N -0.5527 1.9058 -0.8500
H -1.3594 1.5328 -0.1827
C -0.4409 3.2619 -0.9176
H 0.1872 3.6722 -1.8509
C -2.0699 4.0931 -1.2107
C -2.5238 4.2917 0.0734
H -3.3597 4.9865 0.0531
C -1.1831 4.8214 0.8469
H -1.4375 4.4925 2.1092
H -1.1534 5.7683 0.9168
C -0.0951 4.1310 0.5952
H 0.6681 4.6629 0.1686
H 0.1257 3.2506 1.1060
H -2.8815 3.3922 0.5482
H -2.3947 3.3713 -1.6089
H -1.7381 4.9146 -1.8466
H -0.6551 -0.1619 1.9755
H -2.8687 -0.5975 2.8018
H -6.0665 -2.7428 0.5244
H -6.3636 -1.1191 0.1998
H -6.9822 -2.7444 2.6885
H -7.4788 -1.0871 2.4565
H -8.1146 -2.1324 1.4968
*
```

No. 3
Formula: C25H33NNiOPSe2
Source: the Open Molecules 2025 dataset
Level of theory: ωB97M-V/def2-TZVPD

The calculation puts the highest occupied orbital energy (spin up / spin down) at -0.397 / -0.396 hartree. As for the energy relative to the best compared isomer or geometry (same formula, charge and spin): 0.108 eV. Its calculated total energy is -7754.7732 a.u. For the LUMO energy (spin up / spin down), the calculation gives -2.573 / -2.709 eV.

ORCA input file:
```
! wB97M-V def2-TZVPD RIJCOSX def2/J DEFGRID3
* xyz 1 1
Ni 0.3039 -0.4907 -1.1010
N 2.2840 -0.3792 -0.9059
C 2.8556 -0.5269 0.4144
C 4.2015 -0.8015 0.6008
C 4.6914 -0.9500 1.8883
C 3.8451 -0.8220 2.9825
C 2.5027 -0.5490 2.7896
C 2.0030 -0.3967 1.4996
P 0.2609 -0.0796 1.1022
C -0.6616 -1.2200 2.1647
C -1.0635 -0.9063 3.4614
C -1.7280 -1.8513 4.2294
C -1.9884 -3.1121 3.7123
C -1.5775 -3.4355 2.4257
C -0.9165 -2.4931 1.6547
C -0.0604 1.5981 1.7275
C 0.9831 2.5180 1.8162
C 0.7360 3.8253 2.2128
C -0.5535 4.2285 2.5222
C -1.5996 3.3196 2.4356
C -1.3564 2.0143 2.0379
H 2.6070 0.4720 -1.3573
H 2.5058 -1.1504 -1.5404
H 4.8562 -0.9099 -0.2547
H 5.7384 -1.1744 2.0391
H 4.2353 -0.9433 3.9835
H 1.8361 -0.4644 3.6397
H -0.8621 0.0732 3.8748
H -2.0406 -1.6031 5.2346
H -2.5090 -3.8457 4.3129
H -1.7735 -4.4201 2.0232
H -0.5942 -2.7481 0.6500
H 1.9971 2.2167 1.5895
H 1.5563 4.5265 2.2875
H -0.7439 5.2459 2.8357
H -2.6059 3.6263 2.6883
H -2.1809 1.3128 2.0043
C -3.1514 -0.2805 -0.1847
Se -1.9700 -1.0274 -1.5275
C -2.4037 0.2792 -2.9165
C -2.0418 1.7118 -2.5849
Se -0.1229 1.9760 -2.3305
C -0.2831 3.6134 -1.2943
H -2.9089 0.7608 0.0053
H -3.0327 -0.8666 0.7237
H -4.1714 -0.3724 -0.5499
H -3.4771 0.1892 -3.0869
H -1.8905 -0.0739 -3.8106
H -2.5353 2.0541 -1.6754
H -2.3633 2.3556 -3.4037
H -0.8421 3.4333 -0.3801
H -0.7635 4.3771 -1.9004
H 0.7260 3.9354 -1.0483
C 0.3941 -0.8662 -4.9567
C 0.2374 -1.8578 -3.8157
C 0.8939 -3.1923 -4.1571
O 0.8254 -1.3798 -2.6360
H -0.0765 -1.2350 -5.8691
H 1.4557 -0.7076 -5.1595
H -0.0396 0.1091 -4.7198
H -0.8378 -2.0674 -3.6810
H 1.9642 -3.0463 -4.3136
H 0.4706 -3.6233 -5.0668
H 0.7605 -3.9024 -3.3411
*
```

Q: Which value of energy relative to the best compared isomer or geometry (same formula, charge and spin) does entry 3 give?
A: 0.108 eV

Q: Which formula does entry 2 have?
A: C25H33N5O4S

Q: What is the energy relative to the best compared isomer or geometry (same formula, charge and spin) in the third record?
A: 0.108 eV

Q: Which of these has the lowest energy relative to the best compared isomer or geometry (same formula, charge and spin)?
A: C25H33NNiOPSe2